Entry 1:
DFT (the ωB97M-V functional and the def2-TZVPD basis) results for a molecular structure, C14H26Br10O3.

## Properties
2S+1: 1
Frontier orbital gap (eV): 8.278
M (g mol⁻¹): 1041.40
F_max (Eh/bohr): 0.318
Energy relative to the best compared isomer or geometry (same formula, charge and spin) (kJ/mol): 1286.5

XYZ file:
```
53
Properties=species:S:1:pos:R:3:nbo_charge:R:1
H -10.68612 8.09292 33.54358 0.22
H -13.37221 9.87065 32.52203 0.23
H -5.43219 12.34411 36.57593 0.26
C -10.95792 6.88165 38.54482 0.08
H -8.42306 10.74408 39.98107 0.23
H -10.52824 4.92910 39.37446 0.18
C -10.02262 5.88470 39.23549 -0.09
C -9.27407 6.18431 37.09178 0.99
Br -8.23192 7.58417 33.70213 0.05
H -7.15369 12.91250 34.79193 0.21
Br -14.01549 7.65316 30.62694 -0.03
H -11.06883 8.98771 35.71838 0.13
O -10.50010 6.70295 37.18106 -0.54
Br -7.65495 8.33921 39.43004 -0.03
H -6.23597 10.93269 36.76310 0.22
H -9.80189 7.92659 35.96091 0.29
C -9.77709 10.00911 38.51119 -0.44
Br -11.10055 13.42220 32.45331 0.02
C -8.92933 9.79857 39.78667 -0.45
H -12.68825 11.55671 33.14678 0.22
H -12.77405 6.75434 39.63528 0.23
C -6.44550 11.95903 36.46173 -0.45
H -11.44317 10.38972 34.90486 0.11
H -10.50864 9.20202 38.47188 0.17
H -8.01810 11.45405 34.87722 0.25
H -10.79126 7.91813 38.83811 0.19
O -8.57220 6.22557 36.12031 -0.58
C -13.32199 7.66663 32.53764 -0.41
Br -5.83000 11.08431 33.72331 -0.01
H -9.31602 9.93929 37.52598 0.11
H -12.51516 5.35220 38.87022 0.21
H -13.83161 6.94083 33.17135 0.23
Br -10.79413 11.70069 38.37444 -0.01
H -13.04732 6.55510 37.77604 0.24
Br -8.92072 10.40223 36.21700 0.19
C -10.01378 8.87566 35.46851 -0.46
C -11.23888 11.41949 34.61171 -0.41
Br -7.82486 12.18064 37.92891 0.04
H -10.26909 11.66215 35.04613 0.23
H -14.52892 9.18467 33.55125 0.23
C -12.42383 6.41773 38.65949 -0.64
H -12.25878 7.47694 32.39029 0.22
C -7.03434 11.87142 35.09194 -0.48
Br -12.33207 9.26376 34.75786 0.16
C -9.84390 8.63711 33.97090 -0.49
H -9.41638 9.39966 40.67647 0.22
Br -12.39786 12.75340 35.57874 -0.07
O -8.97440 5.74255 38.31200 -0.49
H -11.11071 10.85607 32.59533 0.22
H -9.72021 9.59540 33.46643 0.22
C -11.60211 11.64707 33.16187 -0.48
C -13.51619 9.01721 33.18461 -0.47
H -9.58307 6.16550 40.19260 0.22
```

---

Entry 2:
DFT (the ωB97M-V functional and the def2-TZVPD basis) results for a molecular structure, C30H31NOP2Yb.

## Properties
2S+1: 2
Frontier orbital gap (spin up / spin down) (eV): 5.624 / 7.074
M (g mol⁻¹): 656.57
Charge: +1
F_max (Eh/bohr): 0.048
⟨S²⟩: 0.7828
Energy relative to the best compared isomer or geometry (same formula, charge and spin) (kJ/mol): 11.0

XYZ file:
```
66
Properties=species:S:1:pos:R:3:nbo_charge:R:1
H -1.55051 4.01565 0.24145 0.24
C -3.37966 -0.01791 3.32623 -0.25
C 4.54641 -1.63318 -0.29067 -0.23
C -1.35796 -1.10046 2.45041 0.02
H -1.23253 2.42476 -4.74341 0.22
H 1.41476 -3.51076 -3.56656 0.14
H -3.01438 4.02006 -0.80537 0.24
C -0.10244 1.57915 -3.12798 -0.09
P -1.85066 1.89182 -0.91441 0.77
C -1.56043 -3.38793 1.59519 -0.20
C 1.45596 1.66227 3.84102 -0.97
C -2.72489 -1.18305 2.87234 -0.07
C 2.06133 -1.57576 -3.19933 -0.37
C -2.77347 1.22409 3.22540 -0.22
H 5.48798 -2.11065 -0.01538 0.23
H -3.58016 2.58581 -2.45765 0.24
C 1.97101 0.87820 1.13513 -0.80
H -3.40735 -4.44183 2.06287 0.23
H 2.64324 1.69167 1.47726 0.27
C -1.44229 1.33426 2.80363 -0.25
C 1.14034 -2.69052 -2.87981 0.50
C -2.85079 -3.50525 2.14243 -0.22
H 1.21287 1.39052 0.50621 0.28
H 2.44351 -1.70268 2.63135 0.28
O 0.26686 -2.66310 -2.01933 -0.55
C 4.00578 -1.87821 -1.55511 -0.17
H -0.99397 2.33143 2.73745 0.21
H -0.46774 0.74495 -6.41664 0.23
H 1.07822 -1.77058 3.79249 0.29
H -4.38712 -0.10421 3.73405 0.22
H 0.28071 2.86930 -1.44358 0.24
C -0.53894 1.63123 -4.44699 -0.19
C 1.23179 -0.40625 -3.70515 -0.07
C 2.25117 -0.31029 -1.07364 0.17
C 2.83970 -1.21921 -1.94500 -0.04
C 0.78552 -0.32163 -5.02076 -0.18
H -2.85901 1.01567 -2.94974 0.26
C -0.79954 -2.23192 1.78708 -0.38
C -2.41052 3.42672 -0.10579 -0.92
H 2.76564 -1.87940 -3.97918 0.24
C 1.86537 -1.13427 3.36942 -1.00
H 4.46672 -2.56655 -2.26130 0.22
C 3.88918 -0.79467 0.63095 -0.19
C -0.66125 0.18660 2.55938 -0.67
P 1.13976 0.33336 2.67637 1.58
H -4.00388 1.08357 -1.58013 0.24
H -3.31549 2.11857 3.52379 0.23
H 1.15371 -1.05537 -5.74081 0.22
C -3.42184 -2.41590 2.77667 -0.17
H 0.74885 1.59836 4.67699 0.28
H 2.53115 -0.81708 4.18234 0.27
C -0.56790 2.56764 -2.07339 -0.70
Yb -0.46932 -0.41972 -0.11587 1.38
C -3.20076 1.61995 -2.10128 -0.94
H 4.29810 -0.67839 1.63580 0.21
C 2.74150 -0.10555 0.24976 -0.10
H -1.00040 3.46471 -2.53919 0.24
H 1.35869 2.64665 3.36508 0.26
N 1.04211 0.29625 -1.42341 -0.88
C -0.10359 0.69026 -5.38882 -0.24
H 2.47115 1.55145 4.23011 0.26
H -3.02354 3.15009 0.76206 0.25
C 0.77530 0.51976 -2.76613 0.23
H -4.42896 -2.47029 3.18990 0.22
H 0.24756 -2.21853 1.42665 0.20
H -1.13065 -4.22366 1.03454 0.23
```

---

Entry 3:
DFT (the ωB97M-V functional and the def2-TZVPD basis) results for a molecular structure, C45H42F2N19ORbS3.

## Properties
2S+1: 1
Frontier orbital gap (eV): 5.237
M (g mol⁻¹): 1084.63
Charge: -2
F_max (Eh/bohr): 0.025
Energy relative to the best compared isomer or geometry (same formula, charge and spin) (kJ/mol): 160.7

XYZ file:
```
113
Properties=species:S:1:pos:R:3:lowdin_charge:R:1
C -2.66096 -5.40832 1.75094 -0.13
O -2.65459 -3.30611 2.85846 0.12
C 3.00022 -0.76344 -3.69903 -0.14
C -3.35967 -4.39303 2.50206 -0.29
F 2.58945 2.14872 -6.56646 0.02
H -1.14633 3.59328 -2.32905 0.08
H 1.35207 -5.70086 1.82190 0.13
H -0.01433 6.78282 1.33601 0.10
C 2.56612 -1.80633 3.76268 -0.23
H 4.94681 -0.83209 -1.52183 0.06
C 1.18954 -0.96530 2.42275 -0.22
C 1.75441 1.07440 -4.58134 -0.20
H -0.82987 -4.36372 2.02414 0.12
H 3.17612 -1.54000 -2.95633 0.08
N 1.33315 -2.60369 -0.57627 0.05
N 0.19748 2.46947 -3.38436 0.10
C -1.74709 3.42330 -4.39642 -0.08
H 4.22068 2.67191 2.44502 0.06
C -0.91859 3.18766 -3.31035 -0.14
C -3.39733 0.73432 5.29747 -0.07
C 3.74051 0.28759 -5.74987 0.02
C -2.08559 1.10802 5.02955 -0.04
C -3.29339 -6.51397 1.17994 -0.01
N 1.07937 -0.35297 3.61697 -0.13
N -4.96997 1.08364 0.39883 -0.15
Rb -0.41228 -0.26727 -1.37150 0.54
N -4.57079 -4.34667 2.96805 0.11
H 4.79084 2.37306 0.79149 0.02
H 1.82555 2.64507 1.49152 0.05
N 1.08867 -4.66907 0.05579 -0.14
C 0.18803 0.70825 4.03103 -0.07
C -1.36856 2.90349 -5.62606 -0.08
C 3.94867 2.26040 1.46936 -0.52
H 1.45603 -3.11041 1.48637 0.06
H 4.43483 0.36322 -6.57478 0.11
C -1.24708 0.27788 4.28939 -0.17
H 0.11440 1.74545 -6.65906 0.11
H -1.29385 6.90441 3.78062 0.08
C -0.24319 4.88561 0.34894 -0.17
H -4.36637 -6.60884 1.27423 0.11
N -3.70744 0.81519 0.54621 -0.17
F 4.89242 -1.57712 -4.90153 0.01
N -2.51043 -2.14804 -4.81868 -0.15
C -1.75397 -0.90974 3.80364 0.05
H 0.61133 5.01070 -0.31005 0.09
N -4.51626 -1.06966 -2.23593 0.10
H 3.80576 1.64954 -2.99572 0.04
C 2.71131 2.97205 0.94278 -0.55
H -0.55698 -8.01258 -0.17063 0.11
C -4.38310 -0.23704 -1.14509 -0.52
H -2.50744 2.60869 0.84438 0.06
N -5.43872 0.43789 -0.66586 -0.02
C -3.89395 -0.47380 4.84077 -0.01
C 0.55353 1.94507 -4.55996 -0.24
H -2.36765 7.64174 2.58982 0.08
H 4.71920 -1.35667 0.74176 0.07
H -2.66141 3.99003 -4.27790 0.09
C -1.14766 -7.28862 0.37672 -0.02
C 0.93834 -5.87933 0.82860 -0.08
C -2.39761 4.47712 1.92703 -0.03
C -2.11336 6.70435 3.08782 -0.06
H -1.14056 -1.56312 3.19921 0.11
H 3.36383 -2.42208 4.14677 0.11
C -0.53448 -6.17551 0.93501 -0.20
C 2.66964 1.15139 -5.62455 -0.24
N 2.12312 -1.89510 2.48549 0.00
C -3.06725 -1.29526 4.07903 -0.12
H 0.17922 1.49469 3.27163 0.13
H -1.70326 2.04808 5.41088 0.11
H 4.25177 3.97836 -1.05106 0.07
H -5.37885 -0.92863 -2.73429 0.11
N -4.68663 -3.14662 3.62874 0.12
H -1.98604 3.05789 -6.50315 0.10
C -0.20248 2.16688 -5.71616 -0.01
C 4.45621 2.37198 -2.50208 -0.53
H 1.01247 -3.09362 -2.65202 0.10
H -3.28002 4.27315 2.52247 0.11
H -2.97535 6.36906 3.66326 0.07
N -3.69139 -1.71201 -4.36150 -0.02
C -1.70166 5.66653 2.07890 -0.29
H 1.48350 -6.69204 0.34931 0.12
H 0.61569 1.10485 4.95057 0.13
C 4.63801 0.01498 -0.91014 -0.52
H -4.90927 -0.78973 5.03767 0.12
S 3.67413 0.47275 1.71609 0.91
N -0.90665 3.74177 0.21411 0.07
C -0.59167 5.86807 1.26162 -0.05
C 1.10239 -3.43380 -1.63052 -0.21
S 5.63484 1.44785 -1.47236 0.85
H 3.58971 0.22375 -1.11684 0.04
C -1.97053 3.54242 0.98786 -0.11
C 1.91933 0.12298 -3.54941 -0.10
C -2.52920 -7.45053 0.50068 -0.07
H 2.81780 4.05381 1.06663 0.07
H 5.87322 -0.01500 0.88112 0.06
H 3.14406 4.06832 -2.44173 0.07
N 1.96206 -0.88951 4.48932 0.11
N -2.23908 -1.79900 -2.69765 -0.14
C -1.29442 -5.25276 1.61385 0.03
C -3.52735 -2.56225 3.55470 -0.28
S 2.26475 2.62389 -0.78752 0.86
H -3.00789 -8.30935 0.04810 0.10
C 4.86507 -0.28984 0.56500 -0.51
N 0.95362 -4.69567 -1.28397 0.12
H -4.03465 1.39283 5.87412 0.10
N -1.65720 -2.19926 -3.84289 -0.14
H 5.07221 2.86576 -3.25598 0.07
H 0.61963 -0.66010 1.55412 0.13
C 3.62864 3.39502 -1.73094 -0.49
C 1.32470 -3.40751 0.45728 -0.17
C 3.85729 -0.68577 -4.77662 -0.29
N -3.28514 -0.02916 -0.42180 -0.05
C -3.48488 -1.50345 -3.05932 -0.53
```

---

Entry 4:
DFT (the ωB97M-V functional and the def2-TZVPD basis) results for C4H9NO in the gas phase.

## Properties
2S+1: 1
Frontier orbital gap (eV): 9.984
M (g mol⁻¹): 87.12
F_max (Eh/bohr): 0.031
Energy relative to the best compared isomer or geometry (same formula, charge and spin) (kJ/mol): 184.6

XYZ file:
```
15
Properties=species:S:1:pos:R:3:nbo_charge:R:1
H 0.81820 -1.32430 -1.28704 0.19
O -1.25494 -1.20166 -0.00744 -0.72
C -0.41425 -0.05231 -0.02252 0.24
H -1.76263 1.40442 0.80134 0.20
H 0.60576 0.70610 1.90326 0.18
N 1.65091 0.26715 0.00273 -0.62
C 0.68368 -0.01851 1.08747 -0.25
C -1.17344 1.24062 -0.12371 -0.63
C 0.73174 -0.24058 -1.02654 -0.23
H -1.89263 -1.12123 0.75738 0.47
H 2.54079 -0.20397 0.03307 0.36
H -0.47993 2.09070 -0.15579 0.23
H 0.73822 0.34082 -1.98365 0.19
H -1.83205 1.28209 -1.02814 0.22
H 0.78117 -1.00661 1.51169 0.18
```

---

> The lowest M belongs to which entry?

C4H9NO

---

> What is the M in the fourth record?

87.12 g mol⁻¹

---

> Look up the energy relative to the best compared isomer or geometry (same formula, charge and spin) of the third one.

160.7 kJ/mol

---

> energy relative to the best compared isomer or geometry (same formula, charge and spin) of number 2 (C30H31NOP2Yb)?

11.0 kJ/mol